Entry 1:
{
  "formula": "C10H12NO",
  "method": "the ωB97M-V functional and the def2-TZVPD basis",
  "symbols": ["C", "C", "C", "C", "C", "C", "C", "C", "C", "C", "N", "O", "H", "H", "H", "H", "H", "H", "H", "H", "H", "H", "H", "H"],
  "positions_angstrom": [[-3.0894, -0.0095, 0.1206], [-2.4677, -1.2410, -0.0119], [-2.3735, 1.1788, 0.0225], [-1.0934, -1.3355, -0.2157], [-1.0136, 1.0997, -0.2255], [-0.3994, -0.1543, -0.3209], [0.0198, 2.0905, -0.4873], [1.1701, 1.4641, -0.7567], [1.4074, -0.9541, -1.8143], [1.5592, -0.1376, 1.7604], [1.0228, 0.0332, -0.5893], [1.8706, -0.4820, 0.4195], [-4.1554, 0.0274, 0.2837], [-3.0497, -2.1469, 0.0361], [-2.8688, 2.1305, 0.1226], [-0.6190, -2.3017, -0.2876], [-0.1364, 3.1512, -0.4888], [2.1446, 1.8542, -0.9725], [2.4671, -0.8054, -2.0023], [1.1953, -1.9609, -1.4848], [0.8054, -0.6474, -2.6638], [2.2771, -0.7227, 2.3334], [0.5425, -0.4383, 2.0354], [1.7050, 0.9274, 1.9595]],
  "smiles": "CO[N@+]1(C)C=Cc2ccccc21",
  "de_lowest_kcal_mol": 47.17,
  "homo_energy_ev": -13.11,
  "total_charge": 1
}

=====

Entry 2:
{
  "formula": "C19H25N5O3",
  "method": "the ωB97M-V functional and the def2-TZVPD basis",
  "symbols": ["C", "C", "C", "C", "N", "C", "N", "C", "C", "C", "O", "N", "C", "O", "N", "C", "H", "H", "H", "C", "H", "H", "H", "N", "C", "C", "C", "C", "C", "C", "C", "H", "H", "H", "O", "C", "H", "H", "H", "H", "H", "H", "H", "H", "H", "H", "H", "H", "H", "H", "H", "H"],
  "positions_angstrom": [[1.2282, 4.9531, 1.8586], [-0.1751, 4.4546, 1.5370], [-0.2113, 2.9366, 1.3904], [-1.6139, 2.4329, 1.0515], [-1.6117, 0.9885, 0.9033], [-1.1776, 0.4493, -0.2629], [-0.5741, 1.1499, -1.2152], [-0.2795, 0.2426, -2.1728], [-0.7065, -1.0234, -1.8129], [-0.5532, -2.1591, -2.6544], [-0.9301, -3.3001, -2.4374], [0.1099, -1.8199, -3.8426], [0.5579, -0.5684, -4.2307], [1.1136, -0.3936, -5.2945], [0.3429, 0.4761, -3.3564], [0.7790, 1.8041, -3.7282], [0.2196, 2.1519, -4.5977], [0.6009, 2.4562, -2.8778], [1.8380, 1.7830, -3.9857], [0.3536, -2.8835, -4.8019], [-0.1258, -2.6439, -5.7507], [1.4248, -2.9912, -4.9706], [-0.0606, -3.7991, -4.3861], [-1.3036, -0.8671, -0.5667], [-1.7494, -1.9591, 0.2691], [-0.6050, -2.4779, 1.1076], [-0.2120, -1.7864, 2.2482], [0.8757, -2.2272, 2.9907], [1.5609, -3.3742, 2.5868], [1.1677, -4.0523, 1.4527], [0.0892, -3.6065, 0.7041], [-0.2085, -4.1237, -0.1946], [1.7074, -4.9344, 1.1437], [2.3997, -3.7047, 3.1784], [1.3451, -1.6163, 4.1147], [0.7279, -0.4274, 4.5409], [1.2863, -0.1030, 5.4177], [0.7792, 0.3498, 3.7709], [-0.3177, -0.5936, 4.8220], [-0.7565, -0.9027, 2.5407], [-2.1038, -2.7477, -0.3981], [-2.5771, -1.6164, 0.8985], [-2.3425, 0.4783, 1.3739], [-2.3099, 2.6928, 1.8514], [-1.9473, 2.9042, 0.1203], [0.4606, 2.6255, 0.5905], [0.1237, 2.4694, 2.3192], [-0.8606, 4.7604, 2.3312], [-0.5187, 4.9122, 0.6074], [1.2372, 6.0362, 1.9534], [1.9210, 4.6711, 1.0694], [1.5820, 4.5242, 2.7936]],
  "smiles": "CCCCNc1nc2c(c(=O)n(C)c(=O)n2C)n1Cc1cccc(OC)c1",
  "de_lowest_kcal_mol": 4.47,
  "homo_energy_ev": -7.76
}

=====

Entry 3:
{
  "formula": "C28H21GeN3NaO2S2",
  "method": "the ωB97M-V functional and the def2-TZVPD basis",
  "symbols": ["Na", "N", "C", "C", "O", "O", "H", "H", "H", "H", "S", "C", "C", "C", "C", "N", "C", "C", "C", "S", "C", "N", "H", "H", "C", "C", "C", "C", "C", "C", "Ge", "C", "C", "C", "C", "C", "C", "C", "C", "C", "C", "C", "C", "H", "H", "H", "H", "H", "H", "H", "H", "H", "H", "H", "H", "H", "H", "H"],
  "positions_angstrom": [[-2.8590, 0.6288, 1.9669], [-1.1041, 1.1594, 3.4614], [-2.0469, 1.3391, 4.5808], [-3.0180, 0.1241, 4.5821], [-2.8977, -0.6944, 5.5075], [-3.8219, 0.0905, 3.6014], [-0.5138, 0.3645, 3.6678], [-0.4978, 1.9588, 3.3329], [-2.6263, 2.2487, 4.4078], [-1.5599, 1.4049, 5.5574], [-3.0357, 0.2211, -0.7931], [-2.2233, 1.4015, -1.7510], [-2.1866, 1.2164, -3.1410], [-1.6099, 2.1340, -4.0081], [-1.6325, 1.9057, -5.4213], [-1.6505, 1.7212, -6.5591], [-1.0100, 3.2937, -3.4715], [-0.9868, 3.4663, -2.0959], [-1.5588, 2.5459, -1.1968], [-1.3794, 2.7907, 0.4975], [-0.4219, 4.2813, -4.3269], [0.0491, 5.0890, -5.0007], [-2.6327, 0.3188, -3.5489], [-0.5095, 4.3450, -1.6835], [4.1527, 1.8201, 0.8536], [3.9845, 0.5902, 1.4738], [2.7704, -0.0839, 1.3763], [1.6956, 0.4528, 0.6643], [1.8867, 1.6940, 0.0469], [3.0987, 2.3682, 0.1315], [-0.0836, -0.4788, 0.4704], [0.0685, -1.1213, -1.4260], [1.0444, -0.6535, -2.3044], [1.0635, -1.0402, -3.6426], [0.1063, -1.9167, -4.1273], [-0.8712, -2.4051, -3.2656], [-0.8930, -1.9989, -1.9393], [0.3013, -2.1917, 1.4916], [0.3153, -3.4471, 0.8776], [0.5571, -4.6093, 1.6016], [0.7868, -4.5489, 2.9695], [0.7788, -3.3139, 3.6039], [0.5365, -2.1605, 2.8700], [5.0965, 2.3492, 0.9315], [4.8035, 0.1514, 2.0342], [2.6696, -1.0516, 1.8529], [1.0666, 2.1483, -0.4969], [3.2149, 3.3286, -0.3582], [1.8021, 0.0331, -1.9446], [1.8203, -0.6432, -4.3100], [0.1038, -2.2016, -5.1735], [-1.6355, -3.0773, -3.6383], [-1.6931, -2.3437, -1.2951], [0.1510, -3.5203, -0.1901], [0.5644, -5.5688, 1.0958], [0.9664, -5.4540, 3.5381], [0.9515, -3.2508, 4.6718], [0.5524, -1.2097, 3.3907]],
  "s_squared": 0.7580,
  "spin_multiplicity": 2,
  "homo_energy_ev": [-1.24, -1.75],
  "total_charge": -2
}

=====

Entry 4:
{
  "formula": "C5H9Cl3FeN3O5",
  "method": "the ωB97M-V functional and the def2-TZVPD basis",
  "symbols": ["Fe", "Cl", "C", "Cl", "H", "H", "O", "Cl", "O", "O", "O", "C", "N", "C", "C", "O", "N", "C", "N", "H", "H", "H", "H", "H", "H", "H"],
  "positions_angstrom": [[0.1440, 0.0632, -0.4024], [2.7034, -0.4496, 0.0782], [2.5511, -2.1955, -0.2759], [0.8058, -2.4640, -0.4911], [2.9030, -2.7592, 0.5804], [3.0746, -2.4198, -1.1982], [-3.3740, 0.2817, -1.4689], [-2.5627, 0.0082, -0.3761], [-3.1837, -0.4677, 0.7768], [-1.6379, 1.1481, -0.0521], [-1.4404, -0.9915, -0.7911], [1.3141, 5.3509, 1.4763], [1.1430, 4.0262, 0.8757], [1.1928, 3.7819, -0.5621], [0.9554, 2.3104, -0.5725], [0.7942, 1.5137, -1.5483], [0.8275, 1.8177, 0.6590], [0.8952, 2.8973, 1.5211], [0.7381, 2.7656, 2.8186], [1.9398, 5.9488, 0.8188], [1.8325, 5.2597, 2.4294], [0.3500, 5.8396, 1.6094], [2.1596, 4.0542, -0.9924], [0.3978, 4.3039, -1.1020], [0.5767, 1.8561, 3.2210], [0.7376, 3.5603, 3.4398]],
  "de_lowest_kcal_mol": 0.00,
  "s_squared": 8.7592,
  "spin_multiplicity": 6,
  "homo_energy_ev": [-17.72, -17.68],
  "total_charge": 2
}

=====

Entry 5:
{
  "formula": "C20H60N4O10",
  "method": "the ωB97M-V functional and the def2-TZVPD basis",
  "symbols": ["C", "C", "O", "H", "H", "H", "H", "H", "H", "C", "C", "O", "H", "H", "H", "H", "H", "H", "C", "C", "O", "H", "H", "H", "H", "H", "H", "C", "C", "O", "H", "H", "H", "H", "H", "H", "C", "C", "O", "H", "H", "H", "H", "H", "H", "C", "C", "O", "H", "H", "H", "H", "H", "H", "C", "O", "N", "N", "H", "H", "H", "H", "C", "O", "N", "N", "H", "H", "H", "H", "C", "C", "C", "O", "H", "H", "H", "H", "H", "H", "H", "H", "C", "C", "C", "O", "H", "H", "H", "H", "H", "H", "H", "H"],
  "positions_angstrom": [[-3.3643, 5.5336, 2.1078], [-2.7139, 4.1908, 2.5621], [-3.6419, 3.1066, 2.5423], [-4.4227, 5.6248, 2.4662], [-3.2653, 5.7649, 1.0431], [-2.8182, 6.2897, 2.6814], [-2.2265, 4.3772, 3.5770], [-1.8752, 3.9215, 1.9207], [-3.1357, 2.2688, 2.3728], [2.9431, -1.8174, 2.7175], [1.9461, -0.6950, 2.4749], [2.4735, 0.4887, 1.8948], [3.7557, -1.8584, 2.0096], [2.3969, -2.7620, 2.6880], [3.5258, -1.7930, 3.6781], [1.5034, -0.3406, 3.4217], [1.1079, -1.1873, 1.9741], [1.8288, 1.2246, 1.9722], [2.1762, 4.9047, -0.9876], [1.0009, 4.0263, -1.1632], [0.6995, 3.3794, 0.1406], [2.4254, 5.5808, -1.8488], [3.0384, 4.2873, -0.7849], [1.9582, 5.5024, -0.1149], [1.0163, 3.2720, -1.9719], [0.1090, 4.5935, -1.2740], [0.3905, 2.4705, -0.0733], [4.0447, 0.7779, -2.3075], [2.6170, 0.1666, -2.0797], [2.1700, -0.5549, -3.3120], [4.1537, 1.1377, -3.3339], [4.8667, 0.1373, -2.1142], [4.2280, 1.6640, -1.7523], [1.8801, 0.8840, -1.8091], [2.7732, -0.6398, -1.3256], [2.4356, -0.0051, -4.0929], [2.6094, -4.9093, -0.8612], [2.5752, -3.4895, -1.3915], [1.7753, -3.4298, -2.5594], [3.2842, -5.5370, -1.3839], [1.5928, -5.3353, -0.9598], [2.8441, -4.9443, 0.1590], [3.5866, -3.1947, -1.6193], [2.2084, -2.8604, -0.5859], [1.9135, -2.5514, -2.9054], [-2.4368, -3.0564, -3.4683], [-1.9114, -4.2849, -2.6930], [-0.9440, -3.9428, -1.7541], [-2.6024, -2.1885, -2.7993], [-3.2549, -3.3680, -4.0561], [-1.6447, -2.7021, -4.1257], [-1.6229, -5.0886, -3.5476], [-2.7705, -4.7325, -2.2146], [-0.0797, -4.1096, -2.1028], [0.3623, 2.4055, 3.6739], [-0.5619, 1.7986, 3.1054], [0.5670, 2.3332, 4.9837], [1.2402, 3.2181, 2.9726], [-0.0565, 1.6820, 5.4997], [1.3986, 2.7402, 5.5194], [1.0735, 3.3634, 1.9431], [1.9932, 3.6592, 3.5127], [-0.6246, -0.0829, -0.2272], [-0.4493, 1.0556, -0.6869], [-1.0392, -0.2623, 1.0185], [-0.3417, -1.1669, -1.0072], [-1.1034, -1.2195, 1.3853], [-0.7610, 0.4661, 1.7106], [-0.2762, -0.9529, -1.9646], [-0.8891, -2.0183, -0.9395], [-2.5194, 3.6314, -1.5770], [-2.2436, 2.6075, -2.5980], [-3.2675, 1.4633, -2.5849], [-2.3397, 3.2334, -3.9125], [-3.6138, 4.0636, -1.6636], [-1.7743, 4.4725, -1.7606], [-2.4540, 3.3011, -0.4920], [-1.2751, 2.1891, -2.5291], [-4.2590, 1.9143, -2.7571], [-3.1013, 0.8646, -1.6922], [-2.9795, 0.8629, -3.4619], [-1.4455, 3.2502, -4.3253], [-2.1203, -4.4964, 1.5570], [-0.8746, -3.9028, 2.2091], [0.1354, -5.0247, 2.6632], [-0.1784, -3.0652, 1.2644], [-2.7025, -3.6760, 1.0880], [-2.7681, -5.0375, 2.2421], [-1.8283, -5.2089, 0.7626], [-1.0885, -3.2619, 3.0443], [0.6242, -5.5602, 1.8236], [-0.3801, -5.6698, 3.3339], [0.8396, -4.5624, 3.3849], [-0.0404, -3.6047, 0.4518]],
  "smiles": "NC(N)=O.NC(N)=O.CC(C)O.CC(C)O.CCO.CCO.CCO.CCO.CCO.CCO",
  "de_lowest_kcal_mol": 48.71,
  "homo_energy_ev": -9.44
}

=====

Entry 6:
{
  "formula": "C3H5ClS",
  "method": "the ωB97M-V functional and the def2-TZVPD basis",
  "symbols": ["C", "C", "C", "H", "H", "H", "H", "H", "S", "Cl"],
  "positions_angstrom": [[-0.8460, -0.1869, 0.6800], [0.0448, -0.0829, -0.5845], [1.4114, 0.3711, -0.2362], [-1.0438, 0.7933, 1.1067], [-0.5820, -0.8842, 1.4777], [-0.5940, 0.5486, -1.2343], [0.0195, -1.0944, -1.0051], [2.1063, -0.5065, -0.0865], [1.9757, 1.8672, -0.3235], [-2.4920, -0.8252, 0.2056]],
  "smiles": "S=CCCCl",
  "de_lowest_kcal_mol": 2.95,
  "homo_energy_ev": -9.09
}

=====

Entry 7:
{
  "formula": "C4H8NOS",
  "method": "the ωB97M-V functional and the def2-TZVPD basis",
  "symbols": ["C", "N", "C", "C", "S", "C", "O", "H", "H", "H", "H", "H", "H", "H", "H"],
  "positions_angstrom": [[1.7660, -0.7661, 0.0607], [1.1107, 0.5233, -0.0982], [-0.3597, 0.5195, -0.3463], [-1.1443, -0.8109, -0.4172], [-2.7006, -0.6277, -1.2886], [-1.0213, 1.4560, 0.6009], [-0.4449, 2.2564, 1.3118], [1.5008, -1.3795, -0.7920], [2.8484, -0.6179, 0.1222], [1.5138, -1.3546, 0.9621], [1.2514, 1.0591, 0.7541], [-0.4567, 0.9595, -1.3507], [-0.4742, -1.6319, -0.6961], [-1.2703, -1.1197, 0.6279], [-2.1192, 1.5345, 0.5495]],
  "smiles": "CN[C@H](C=O)C[S-]",
  "de_lowest_kcal_mol": 35.01,
  "homo_energy_ev": -2.73,
  "total_charge": -1
}